Entry 1:
Here is C32H71CaF12N7O17S4 as an isolated structure from OMol25. Energies are from ωB97M-V with the def2-TZVPD basis set.

```
144
Properties=species:S:1:pos:R:3:forces:R:3:lowdin_spin:R:1
Ca -4.109305 0.551975 1.928576 -0.282 -0.107 0.511 0.000
C 0.324255 1.294545 2.453946 -0.001 -0.984 -2.306 0.000
F 1.505655 1.920135 2.216226 -1.579 0.496 0.448 0.000
F 0.620505 0.028655 2.521676 0.124 -1.017 0.849 0.000
F -0.337025 1.704075 3.507376 0.544 0.375 -0.166 0.000
S -0.893215 1.362545 0.868986 -0.926 2.521 -0.142 0.000
O -1.676345 2.581355 1.144756 0.670 -1.982 -0.175 0.000
O -0.123075 1.352875 -0.389354 -0.833 0.109 2.580 0.000
N -2.053445 0.017285 1.033946 2.869 2.266 -0.224 0.000
S -1.473605 -0.925015 -0.104134 0.230 -3.040 -3.609 0.000
O -1.830215 -0.480355 -1.452954 -0.061 -0.354 1.501 0.000
O -0.087935 -1.282805 0.120486 -0.649 0.037 0.184 0.000
C -2.406785 -2.647305 0.005736 1.079 0.427 0.459 0.000
F -3.026755 -2.724075 1.190596 -0.689 0.080 -0.889 0.000
F -3.198895 -2.825435 -1.077974 0.359 0.277 1.576 0.000
F -1.475265 -3.603625 0.011996 -0.417 0.468 -0.402 0.000
C -6.177045 0.422065 5.965776 -0.417 -2.549 0.784 0.000
F -6.666065 1.600515 5.935886 -1.128 2.291 -0.763 0.000
F -4.952585 0.530085 6.430606 0.426 -0.479 0.290 0.000
F -6.998395 -0.310985 6.766036 1.336 0.353 -0.841 0.000
S -6.190505 -0.358215 4.193916 -1.557 -1.269 -0.175 0.000
O -7.139335 -1.477615 4.191786 2.352 1.691 0.158 0.000
O -6.586825 0.751785 3.351276 1.187 0.146 -0.346 0.000
N -4.516655 -0.743325 3.790626 -3.836 1.213 1.445 0.000
S -4.241795 -2.047115 4.639916 0.222 -3.746 3.505 0.000
O -4.869965 -2.154035 6.021216 2.093 1.452 -4.018 0.000
O -4.372115 -3.245075 3.865796 0.100 0.169 -0.418 0.000
C -2.372025 -1.820095 4.813276 0.189 -0.463 0.621 0.000
F -2.142845 -0.626115 5.311226 0.165 1.656 -0.277 0.000
F -1.921505 -2.641585 5.753776 -0.041 -0.858 -0.706 0.000
F -1.656635 -1.959035 3.656486 -1.075 -0.002 1.120 0.000
C -1.626565 2.401395 -5.505004 0.064 -1.237 -0.472 0.000
O -1.592815 0.996845 -5.148314 1.292 1.565 -0.070 0.000
C -0.238325 0.523525 -4.971304 -1.065 -0.659 -0.256 0.000
C -0.490775 -0.957125 -4.731434 1.486 1.143 1.179 0.000
N -1.059045 -1.620375 -5.844324 -0.987 -2.630 -0.269 0.000
C -1.292935 -3.095905 -5.520054 -0.474 0.337 0.844 0.000
C -2.530625 -3.393075 -4.644544 -0.101 -0.096 -1.134 0.000
O -3.713715 -3.070045 -5.390404 1.246 -0.558 -0.013 0.000
C -4.905795 -3.072475 -4.647624 0.422 0.230 -0.192 0.000
H -1.037245 3.002095 -4.812204 -0.085 0.084 0.146 0.000
H -2.660845 2.739715 -5.567374 0.066 -0.143 0.337 0.000
H -1.211075 2.478255 -6.509774 0.176 0.305 -0.077 0.000
H 0.270855 0.971965 -4.118224 -0.385 0.199 0.703 0.000
H 0.479915 0.709875 -5.769734 -0.561 0.128 -0.947 0.000
H -1.092295 -0.874545 -3.826194 -0.246 -0.822 0.305 0.000
H 0.462755 -1.433315 -4.503154 0.149 -0.152 0.275 0.000
H -2.006625 -1.276695 -5.908054 -0.226 0.301 -0.592 0.000
H -0.489105 -3.579785 -4.965224 0.599 0.702 0.212 0.000
H -1.358045 -3.790705 -6.357384 -0.235 0.794 -0.717 0.000
H -2.517695 -2.924225 -3.660614 0.003 0.424 0.020 0.000
H -2.500375 -4.471195 -4.486934 -0.149 -0.275 0.227 0.000
H -4.971335 -3.834535 -3.871044 0.303 -0.221 0.096 0.000
H -5.691055 -3.290595 -5.371434 -0.245 0.529 0.240 0.000
H -4.910065 -2.084175 -4.187914 -0.979 0.100 0.239 0.000
C 9.384195 -6.010595 2.758646 -0.015 0.873 -0.808 0.000
O 7.961525 -5.656115 2.564726 1.486 -0.132 -0.072 0.000
C 7.703715 -4.373865 3.149376 0.477 0.827 0.633 0.000
C 6.597325 -3.529935 2.462986 -0.930 -2.449 -0.848 0.000
N 5.414055 -4.385215 2.153536 -0.366 -0.777 0.077 0.000
C 4.568225 -4.702095 3.320816 0.820 1.743 0.208 0.000
C 3.721855 -3.489045 3.683466 -0.985 -0.575 0.195 0.000
O 2.577035 -3.244345 2.831986 0.466 -0.032 1.370 0.000
C 2.539215 -3.535725 1.474596 -0.626 0.482 -1.343 0.000
H 9.847415 -5.757115 3.712206 -0.834 0.016 0.561 0.000
H 9.990735 -5.428375 2.064936 -0.164 0.248 -0.351 0.000
H 9.675185 -7.038715 2.543256 -1.071 -0.191 0.009 0.000
H 8.566525 -3.713355 3.063296 0.528 -0.209 0.147 0.000
H 7.573165 -4.609805 4.205496 -0.416 0.591 0.248 0.000
H 6.985835 -3.237985 1.487316 0.132 0.079 -0.048 0.000
H 6.220205 -2.617015 2.923916 0.576 -0.176 0.640 0.000
H 5.767175 -5.316595 1.986376 0.578 0.009 -1.002 0.000
H 5.240815 -4.973365 4.134536 -0.101 0.256 0.704 0.000
H 3.967435 -5.605565 3.216426 -0.238 0.244 -0.662 0.000
H 4.208195 -2.528815 3.855316 0.825 -0.033 -0.710 0.000
H 3.370445 -3.662275 4.700626 -0.784 -0.262 -0.063 0.000
H 3.386295 -3.255185 0.848616 0.614 -0.112 0.491 0.000
H 1.730615 -2.924975 1.073046 -0.306 0.132 0.143 0.000
H 2.239565 -4.545075 1.192626 0.329 -0.448 0.446 0.000
C -3.773755 2.757495 4.349246 1.057 -0.748 3.073 0.000
O -4.086105 2.517265 3.075266 -1.462 1.255 -4.631 0.000
C -5.032845 3.483265 2.545836 -0.373 1.595 -0.701 0.000
C -5.080825 3.454875 1.003476 2.004 -0.084 0.908 0.000
N -5.426865 2.101695 0.737086 -1.149 -1.509 -1.022 0.000
C -5.010495 1.515515 -0.545164 -0.800 0.682 -0.475 0.000
C -5.514925 0.109515 -0.779014 0.668 -0.862 0.402 0.000
O -5.323205 -0.669015 0.427656 -0.599 0.120 -0.909 0.000
C -6.101285 -1.859165 0.515076 -0.619 -0.605 0.429 0.000
H -4.718125 2.828895 4.888846 0.377 0.145 0.790 0.000
H -3.070855 3.563445 4.560156 -0.374 0.672 -0.390 0.000
H -3.185035 1.878155 4.610516 -0.287 -0.213 0.862 0.000
H -4.763465 4.503545 2.818916 0.398 -0.060 0.451 0.000
H -6.031455 3.315885 2.949406 0.021 -0.418 0.244 0.000
H -4.058265 3.624785 0.666426 0.139 0.170 -0.157 0.000
H -5.725325 4.142765 0.456186 -0.122 0.436 0.635 0.000
H -6.433665 2.139115 0.808186 -0.366 -1.005 0.048 0.000
H -3.924945 1.602265 -0.591534 0.129 -0.078 -0.288 0.000
H -5.479395 2.045205 -1.374414 0.553 0.498 -0.315 0.000
H -4.921455 -0.372845 -1.555674 0.159 0.154 -0.199 0.000
H -6.540055 0.093305 -1.149084 -0.304 -0.008 0.579 0.000
H -5.814705 -2.325725 1.457566 -0.041 -0.189 -0.166 0.000
H -6.019545 -2.559985 -0.315754 0.924 0.128 -0.178 0.000
H -7.177255 -1.685215 0.526336 -0.065 0.688 0.345 0.000
C 6.081615 2.886945 -5.692864 -1.353 -0.395 -0.071 0.001
O 5.620795 1.946945 -4.708204 -0.759 0.054 0.685 0.008
C 4.276955 1.505365 -4.911064 0.780 -0.437 1.212 0.012
C 3.931445 0.443195 -3.780144 -0.266 0.802 -3.635 0.095
N 3.472755 0.949545 -2.553624 2.154 -1.528 1.590 0.659
C 3.089735 0.043765 -1.467474 0.236 0.041 1.086 0.079
C 3.419685 0.583275 -0.061054 -0.345 2.703 -0.291 0.002
O 4.818025 0.940115 0.177526 -2.086 -1.390 -2.093 0.003
C 5.079275 1.030605 1.551756 0.923 -0.732 -0.481 0.000
H 5.273535 3.606765 -5.823204 0.264 0.533 -0.013 0.000
H 6.152895 2.362175 -6.645564 0.518 0.043 -0.116 0.000
H 7.006585 3.364605 -5.369814 -0.176 -0.309 -0.005 0.000
H 4.217555 1.043005 -5.896354 -0.246 -0.377 0.050 0.001
H 3.474145 2.239615 -4.844244 0.308 0.802 -0.165 0.000
H 4.875725 -0.089615 -3.668194 0.134 -0.450 0.572 0.050
H 3.187875 -0.170075 -4.289174 -0.094 -0.617 0.656 0.011
H 4.081225 1.681185 -2.215164 -0.128 1.132 0.212 0.017
H 3.573525 -0.932835 -1.450534 0.303 -0.212 -1.312 0.029
H 2.031115 -0.142005 -1.648884 -0.448 -0.139 0.583 0.029
H 2.928105 0.059285 0.758636 0.407 -0.873 -0.267 0.000
H 2.908425 1.545175 -0.022854 -0.337 0.385 0.146 0.001
H 6.126235 1.330855 1.508926 -0.202 0.665 0.913 0.000
H 5.093765 0.017775 1.954336 -0.356 -0.020 0.476 0.000
H 4.342725 1.672395 2.035176 0.425 0.208 0.341 0.000
C -0.679055 5.647835 0.466186 0.787 0.288 -0.456 0.000
C 0.022225 5.369525 -0.900364 -0.173 0.369 -2.148 0.000
C 1.459565 4.742895 -0.780744 -2.397 0.358 1.120 0.000
O 2.273295 5.807095 -0.519174 2.168 1.182 0.988 0.001
C 3.516345 5.473025 0.107636 -0.075 -1.296 -0.709 0.000
N -0.910865 4.473515 -1.628774 0.220 -1.153 1.451 0.000
H -0.478295 4.751325 1.052756 -0.604 0.010 0.238 0.000
H -1.738265 5.873455 0.342546 -0.059 -0.711 -0.339 0.000
H -0.381375 6.501295 1.075356 0.907 0.052 -0.362 0.000
H 0.111375 6.197055 -1.604174 0.171 0.727 0.703 0.000
H 1.805395 4.112135 -1.599664 -0.150 0.087 -0.578 0.000
H 1.305295 4.096965 0.083596 0.647 -0.532 0.455 0.000
H 4.221215 6.295505 0.229206 -0.688 0.272 0.040 0.000
H 4.034785 4.721695 -0.488024 0.284 0.005 -0.758 0.000
H 3.403215 4.873985 1.011226 -0.501 0.605 0.674 0.000
H -0.683895 3.650075 -1.089774 -1.144 -1.058 0.179 0.000
H -0.639065 4.129625 -2.538694 0.565 0.815 -0.530 0.000
```
Positions in Å, forces in eV/Å.

The calculation puts the orbital gap (alpha / beta) at 0.3048 / 0.1205 Ha. Its spin multiplicity is 2. For the HOMO energy (alpha / beta), the calculation gives -0.3835 / -0.3835 Ha. Its net charge is +1.

Entry 2:
Here is C2BrCl3F2 as an isolated structure from OMol25. Energies are from ωB97M-V with the def2-TZVPD basis set.

```
8
Properties=species:S:1:pos:R:3:forces:R:3:nbo_charge:R:1
C 1.065336 0.081368 -0.469307 -1.847 1.748 1.269 0.518
C -2.240550 -0.628588 -0.472180 -0.878 -1.772 1.207 -0.406
F 0.882873 0.853140 0.643970 0.104 -0.466 -1.009 -0.313
F 1.259162 0.913186 -1.499559 1.409 -0.626 0.490 -0.291
Cl 2.045432 -1.228516 -0.064060 1.842 -0.418 -0.343 0.085
Cl -0.524631 -0.707720 -0.963322 -0.499 0.301 -1.132 0.347
Cl -2.357120 -1.727370 0.971555 -0.087 0.146 -0.326 -0.065
Br -3.034725 0.971777 0.025678 -0.044 1.087 -0.157 0.125
```
Positions in Å, forces in eV/Å.

The calculation puts the orbital gap at 0.2952 Ha. Its spin multiplicity is 1. For the HOMO energy, the calculation gives -0.3157 Ha. Its net charge is 0. The relative energy (zero: lowest compared OMol25 entry of this formula, charge and spin) comes out at 1.451 eV.

Entry 3:
Here is one molecule with the formula C22H21ClN2O3S2 from OMol25. Energies are from ωB97M-V with the def2-TZVPD basis set.

```
51
Properties=species:S:1:pos:R:3:forces:R:3:nbo_charge:R:1
C 8.426207 -0.346650 1.462750 -0.048 0.026 0.071 -0.625
C 7.048308 -0.167294 0.901209 -0.065 0.025 -0.029 -0.010
C 6.047637 -1.083803 1.187044 -0.135 -0.011 -0.032 -0.252
C 4.757500 -0.927963 0.694926 0.442 0.662 -0.357 0.225
C 4.437744 0.174590 -0.098862 0.004 0.067 0.054 -0.055
C 5.448915 1.079945 -0.388835 0.005 -0.075 0.032 -0.176
C 6.733294 0.918550 0.096369 0.009 -0.064 0.029 -0.223
H 7.495488 1.643294 -0.149380 0.092 0.070 -0.024 0.209
H 5.219631 1.935768 -1.007333 -0.052 0.084 -0.058 0.208
C 3.052306 0.384253 -0.624293 0.099 0.071 -0.032 -0.647
H 2.880615 -0.268502 -1.478331 -0.126 0.072 -0.070 0.235
H 2.313470 0.147240 0.139407 -0.102 0.057 0.001 0.222
H 2.919656 1.415878 -0.942469 -0.046 0.043 0.006 0.219
N 3.770252 -1.874676 1.030635 -0.502 -0.679 -0.321 -0.883
S 3.034106 -2.819283 -0.159220 -0.198 -0.310 0.211 2.305
O 3.076600 -4.165078 0.339586 -0.042 0.121 0.283 -0.936
O 3.583043 -2.545678 -1.453508 -0.091 0.302 0.152 -0.927
C 1.323951 -2.297445 -0.113762 0.558 -0.155 -0.058 -0.340
C 0.689176 -2.149295 1.103798 -0.060 -0.005 -0.077 -0.181
C -0.652093 -1.815207 1.147368 0.010 -0.023 0.146 -0.195
C -1.358874 -1.644120 -0.042514 0.365 -0.090 0.095 0.161
C -0.706275 -1.800356 -1.266655 -0.002 -0.020 0.173 -0.234
C 0.634795 -2.128868 -1.299650 0.079 -0.015 -0.062 -0.177
H 1.161105 -2.258587 -2.231775 -0.006 0.027 -0.165 0.246
H -1.255889 -1.669329 -2.187512 -0.043 0.016 -0.108 0.215
N -2.718155 -1.335819 -0.069945 -0.002 -0.093 -0.417 -0.614
C -3.560704 -1.095858 0.966222 -0.351 0.052 -0.236 0.669
O -3.259818 -1.068539 2.137155 0.096 -0.010 0.291 -0.596
C -5.007080 -0.884639 0.527044 -0.111 0.366 -0.346 -0.633
H -5.473155 -1.864571 0.400783 -0.006 0.040 0.029 0.261
H -5.552820 -0.338200 1.296080 0.137 -0.099 0.040 0.256
S -5.227106 -0.061651 -1.080296 -0.245 -0.191 0.078 0.254
C -4.843946 1.634108 -0.738459 0.017 -0.264 0.059 -0.169
C -5.245433 2.562343 -1.694643 0.062 -0.135 0.114 -0.214
C -4.986200 3.905131 -1.512464 0.075 0.073 0.073 -0.211
C -4.325292 4.321653 -0.365404 -0.022 -0.252 -0.001 -0.051
C -3.919002 3.402288 0.587670 -0.010 0.177 -0.043 -0.200
C -4.173206 2.054851 0.400422 -0.064 0.013 -0.098 -0.235
H -3.841807 1.355210 1.150481 0.025 -0.049 0.100 0.230
H -3.402529 3.732955 1.474682 0.049 0.077 0.070 0.232
Cl -4.005960 6.001900 -0.124954 0.035 0.193 0.024 0.013
H -5.299304 4.626416 -2.250242 -0.018 0.092 -0.052 0.232
H -5.764114 2.221672 -2.577493 -0.093 0.021 -0.116 0.225
H -3.129064 -1.266884 -0.996280 0.033 0.088 0.257 0.414
H -1.157797 -1.693360 2.090649 0.013 0.000 0.005 0.252
H 1.249111 -2.295111 2.013141 -0.013 0.028 0.177 0.232
H 4.073657 -2.501169 1.763675 -0.063 -0.146 0.036 0.414
H 6.271197 -1.942547 1.806183 0.053 -0.133 0.040 0.201
H 9.160380 0.186247 0.863846 0.087 0.005 -0.011 0.217
H 8.695942 -1.399700 1.497346 0.085 -0.055 0.012 0.217
H 8.468963 0.044952 2.479667 0.086 0.004 0.058 0.220
```
Positions in Å, forces in eV/Å.

The calculation puts the orbital gap at 0.3285 Ha. Its spin multiplicity is 1. For the HOMO energy, the calculation gives -0.3153 Ha. Its net charge is 0. Its SMILES is Cc1ccc(C)c(NS(=O)(=O)c2ccc(NC(=O)CSc3ccc(Cl)cc3)cc2)c1. The relative energy (zero: lowest compared OMol25 entry of this formula, charge and spin) comes out at 0.114 eV.

Entry 4:
Here is C6H9N as an isolated structure from OMol25. Energies are from ωB97M-V with the def2-TZVPD basis set.

```
16
Properties=species:S:1:pos:R:3:forces:R:3:nbo_charge:R:1
C -0.311873 -0.521553 2.005311 -0.430 1.706 0.382 0.027
C 0.780681 1.084568 -0.497668 0.080 -3.229 0.062 -0.471
C -0.660588 0.783327 1.428767 -0.094 -1.840 -1.638 -0.277
C -0.368934 0.206447 -0.856538 -2.148 1.042 2.255 -0.026
C 0.841573 0.871931 1.080001 -0.414 0.561 -0.572 -0.102
C -0.119557 -1.242788 -0.797605 3.246 0.815 -3.027 -0.674
N 0.968681 -0.418482 1.790296 1.237 -0.875 -0.866 -0.422
H -0.819381 -1.398954 2.487457 0.419 1.075 -0.511 0.207
H 1.507968 0.643754 -1.184574 1.298 0.497 0.623 0.209
H 0.715815 2.129641 -0.653034 -0.484 0.931 -0.264 0.223
H -1.399046 1.531169 1.628638 -0.376 0.182 0.116 0.215
H -1.225593 0.551857 -1.455344 0.457 -0.068 0.371 0.210
H 1.504186 1.667108 1.388278 0.077 0.042 1.013 0.203
H 0.439321 -1.545105 0.081898 0.262 -0.082 0.009 0.252
H 0.650307 -1.420545 -1.754223 -1.609 0.125 2.262 0.202
H -0.941064 -1.854198 -0.985121 -1.522 -0.881 -0.215 0.221
```
Positions in Å, forces in eV/Å.

The calculation puts the orbital gap (alpha / beta) at 0.3023 / 0.2903 Ha. Its spin multiplicity is 1. For the HOMO energy (alpha / beta), the calculation gives -0.2864 / -0.2809 Ha. Its net charge is 0. The relative energy (zero: lowest compared OMol25 entry of this formula, charge and spin) comes out at 5.501 eV.

Q: Which E_tot values were calculated for the entries above? A: -6392.36299; -4230.36501; -2442.77480; -288.57988, in a.u..